[1]
{
  "formula": "C42H78O19",
  "method": "wB97M-V/def2-TZVPD",
  "elements": ["C", "C", "O", "C", "H", "H", "H", "H", "H", "H", "C", "C", "O", "C", "H", "H", "H", "H", "H", "H", "C", "C", "O", "C", "H", "H", "H", "H", "H", "H", "C", "C", "O", "C", "H", "H", "H", "H", "H", "H", "C", "C", "O", "C", "H", "H", "H", "H", "H", "H", "C", "C", "O", "C", "H", "H", "H", "H", "H", "H", "C", "C", "O", "C", "H", "H", "H", "H", "H", "H", "C", "C", "O", "C", "H", "H", "H", "H", "H", "H", "C", "C", "O", "C", "H", "H", "H", "H", "H", "H", "C", "C", "O", "C", "H", "H", "H", "H", "H", "H", "C", "C", "C", "O", "C", "O", "O", "H", "H", "H", "H", "H", "H", "C", "C", "C", "O", "C", "O", "O", "H", "H", "H", "H", "H", "H", "C", "C", "C", "O", "C", "O", "O", "H", "H", "H", "H", "H", "H"],
  "coordinates": [[-4.808, -23.282, 7.415], [-4.103, -21.980, 7.678], [-4.553, -20.954, 7.234], [-2.789, -22.106, 8.325], [-5.658, -23.029, 6.819], [-4.972, -23.786, 8.455], [-4.112, -23.824, 6.776], [-2.622, -21.265, 8.922], [-1.994, -22.219, 7.514], [-2.654, -23.002, 9.001], [3.190, -22.837, 14.202], [2.709, -24.071, 13.449], [3.221, -24.510, 12.466], [1.457, -24.659, 14.063], [4.171, -22.554, 13.880], [3.209, -23.109, 15.252], [2.560, -22.009, 13.952], [1.097, -25.522, 13.479], [0.785, -23.826, 14.061], [1.724, -24.886, 15.058], [-4.801, -19.091, 10.139], [-5.409, -19.702, 11.347], [-5.249, -20.810, 11.732], [-6.212, -18.745, 12.145], [-4.457, -19.864, 9.441], [-4.014, -18.352, 10.437], [-5.491, -18.491, 9.528], [-7.302, -18.790, 11.794], [-5.884, -17.706, 11.945], [-6.004, -18.938, 13.209], [-6.657, -17.395, 16.824], [-5.909, -16.190, 16.205], [-5.352, -16.266, 15.156], [-5.776, -14.996, 17.132], [-6.107, -17.845, 17.637], [-6.845, -18.224, 16.124], [-7.664, -17.111, 17.075], [-5.494, -15.445, 18.102], [-6.699, -14.490, 17.318], [-4.987, -14.399, 16.744], [-0.770, -19.561, 17.983], [0.563, -19.888, 17.412], [1.215, -19.100, 16.720], [1.026, -21.396, 17.462], [-0.846, -18.499, 17.733], [-0.786, -19.707, 19.040], [-1.463, -20.185, 17.464], [0.534, -22.002, 18.215], [2.126, -21.559, 17.468], [0.667, -21.805, 16.467], [2.564, -21.400, 10.745], [1.785, -21.080, 9.483], [0.622, -20.663, 9.577], [2.463, -21.268, 8.128], [3.267, -20.616, 10.951], [3.125, -22.298, 10.724], [1.796, -21.502, 11.584], [1.739, -21.673, 7.389], [3.321, -21.922, 8.075], [2.786, -20.281, 7.744], [-2.312, -23.923, 15.544], [-3.114, -23.037, 16.446], [-2.778, -21.851, 16.701], [-4.203, -23.664, 17.201], [-1.726, -23.381, 14.827], [-2.990, -24.658, 15.117], [-1.583, -24.407, 16.147], [-3.676, -24.083, 18.103], [-4.835, -24.469, 16.740], [-4.894, -22.912, 17.645], [-7.261, -23.010, 13.238], [-5.948, -23.496, 12.869], [-5.005, -23.434, 13.629], [-5.862, -23.858, 11.382], [-7.964, -23.546, 12.609], [-7.359, -21.964, 12.940], [-7.406, -23.205, 14.273], [-6.038, -22.936, 10.829], [-6.714, -24.485, 11.045], [-4.885, -24.181, 11.144], [-1.985, -26.153, 11.993], [-1.302, -25.812, 10.653], [-1.801, -25.034, 9.860], [0.030, -26.438, 10.379], [-2.455, -25.364, 12.532], [-1.213, -26.504, 12.716], [-2.661, -27.008, 11.881], [0.289, -26.457, 9.296], [0.129, -27.359, 10.827], [0.697, -25.773, 10.983], [-1.547, -22.355, 12.303], [-1.045, -21.181, 13.124], [0.154, -21.203, 13.535], [-2.051, -20.055, 13.383], [-2.568, -22.644, 12.599], [-0.853, -23.172, 12.513], [-1.533, -22.054, 11.236], [-1.594, -19.331, 14.086], [-2.970, -20.489, 13.837], [-2.421, -19.688, 12.405], [-1.259, -12.089, 6.767], [-1.283, -12.820, 8.079], [-0.268, -12.260, 9.092], [-1.041, -12.318, 10.296], [-2.311, -12.305, 10.093], [-3.174, -12.114, 10.881], [-2.549, -12.549, 8.782], [-1.508, -11.064, 6.961], [-1.997, -12.457, 6.023], [-0.224, -12.109, 6.380], [-1.170, -13.918, 7.956], [-0.129, -11.204, 8.892], [0.662, -12.751, 9.180], [-6.280, -14.144, 12.891], [-4.862, -14.228, 12.324], [-3.817, -14.023, 13.380], [-2.816, -15.056, 13.150], [-3.428, -15.973, 12.419], [-3.033, -17.093, 12.237], [-4.614, -15.622, 11.961], [-6.539, -13.109, 12.997], [-6.267, -14.669, 13.923], [-7.057, -14.543, 12.240], [-4.862, -13.643, 11.436], [-4.249, -14.202, 14.338], [-3.353, -13.045, 13.316], [1.120, -16.946, 14.249], [1.387, -17.041, 12.737], [0.352, -17.738, 11.803], [0.514, -17.030, 10.559], [1.159, -15.873, 10.810], [1.370, -15.035, 9.962], [1.531, -15.780, 12.119], [1.748, -16.217, 14.685], [1.123, -17.909, 14.769], [0.104, -16.547, 14.377], [2.320, -17.602, 12.574], [-0.675, -17.787, 12.131], [0.710, -18.777, 11.522]],
  "homo_energy_ev": -9.1,
  "gap_ev": 9.585,
  "e_tot_ev": -83720.2099,
  "e_lumo_ev": 0.5
}

[2]
{
  "formula": "C42H79BrCl32F4IO6PS2",
  "method": "wB97M-V/def2-TZVPD",
  "elements": ["C", "C", "C", "I", "O", "C", "C", "O", "C", "C", "C", "O", "O", "C", "F", "S", "Br", "C", "F", "F", "F", "P", "O", "O", "S", "H", "H", "H", "H", "H", "H", "H", "H", "H", "H", "H", "H", "H", "H", "H", "Cl", "C", "C", "Cl", "H", "H", "H", "H", "Cl", "C", "C", "Cl", "H", "H", "H", "H", "Cl", "C", "C", "Cl", "H", "H", "H", "H", "Cl", "C", "C", "Cl", "H", "H", "H", "H", "Cl", "C", "C", "Cl", "H", "H", "H", "H", "Cl", "C", "C", "Cl", "H", "H", "H", "H", "Cl", "C", "C", "Cl", "H", "H", "H", "H", "Cl", "C", "C", "Cl", "H", "H", "H", "H", "Cl", "C", "C", "Cl", "H", "H", "H", "H", "Cl", "C", "C", "Cl", "H", "H", "H", "H", "Cl", "C", "C", "Cl", "H", "H", "H", "H", "Cl", "C", "C", "Cl", "H", "H", "H", "H", "Cl", "C", "C", "Cl", "H", "H", "H", "H", "Cl", "C", "C", "Cl", "H", "H", "H", "H", "Cl", "C", "C", "Cl", "H", "H", "H", "H", "Cl", "C", "C", "Cl", "H", "H", "H", "H"],
  "coordinates": [[-4.612, -2.377, -0.282], [-4.585, -1.300, 0.513], [-5.608, -0.209, 0.609], [-6.008, 0.547, -1.412], [-5.176, 0.905, 1.339], [-4.679, 0.587, 2.624], [-3.115, 0.776, 2.606], [-2.733, 0.804, 1.276], [-1.788, 1.806, 0.962], [-1.257, 1.575, -0.492], [0.259, 1.644, -0.442], [-1.730, 0.359, -1.030], [-2.415, -0.363, 3.139], [-2.212, -0.473, 4.475], [-1.812, 0.696, 5.017], [-0.849, -1.675, 4.750], [-3.819, -1.123, 5.439], [-5.360, 1.538, 3.651], [-4.509, 1.936, 4.617], [-6.363, 0.893, 4.279], [-5.856, 2.626, 3.067], [-7.227, -0.940, 1.189], [-7.780, -1.795, -0.050], [-6.809, -2.045, 2.261], [-8.545, 0.338, 1.761], [-4.297, -3.313, 0.166], [-4.922, -2.365, -1.321], [-3.744, -1.229, 1.202], [-4.923, -0.427, 2.934], [-2.814, 1.720, 3.058], [-2.223, 2.810, 1.034], [-0.945, 1.755, 1.662], [-1.640, 2.353, -1.140], [0.678, 1.726, -1.445], [0.690, 0.798, 0.094], [0.551, 2.542, 0.111], [-1.260, -0.385, -0.636], [-1.601, -2.779, 4.841], [-8.419, -1.224, -0.503], [-7.379, -1.964, 3.038], [2.531, 2.635, 1.430], [4.204, 2.956, 0.901], [4.282, 3.862, -0.302], [3.633, 3.111, -1.785], [4.666, 1.993, 0.702], [4.723, 3.423, 1.737], [5.328, 4.097, -0.494], [3.740, 4.792, -0.148], [-2.592, -6.148, -0.926], [-1.532, -6.209, 0.510], [-2.312, -6.085, 1.791], [-3.011, -4.456, 1.974], [-0.796, -5.414, 0.415], [-1.013, -7.161, 0.484], [-1.651, -6.247, 2.642], [-3.123, -6.808, 1.840], [5.480, 0.493, -1.530], [6.723, -0.693, -1.062], [6.337, -1.361, 0.231], [6.387, -0.226, 1.607], [7.678, -0.179, -0.986], [6.789, -1.431, -1.860], [7.028, -2.171, 0.459], [5.330, -1.768, 0.178], [-2.690, 4.673, -3.398], [-2.735, 3.236, -4.454], [-3.822, 3.343, -5.489], [-5.453, 3.248, -4.777], [-2.864, 2.357, -3.825], [-1.764, 3.171, -4.941], [-3.740, 2.521, -6.196], [-3.752, 4.280, -6.038], [-10.368, 3.638, 3.163], [-8.808, 4.278, 2.581], [-8.985, 5.245, 1.440], [-9.548, 4.419, -0.033], [-8.187, 3.434, 2.291], [-8.340, 4.783, 3.425], [-8.029, 5.710, 1.201], [-9.699, 6.028, 1.687], [5.454, -1.596, -4.391], [5.644, -0.099, -5.337], [6.724, -0.223, -6.379], [8.347, -0.334, -5.634], [5.848, 0.710, -4.639], [4.688, 0.095, -5.822], [6.724, 0.661, -7.015], [6.573, -1.094, -7.002], [-10.860, 0.809, -1.726], [-12.619, 1.027, -1.943], [-12.960, 2.459, -2.267], [-12.639, 3.529, -0.880], [-13.110, 0.699, -1.031], [-12.926, 0.374, -2.755], [-14.015, 2.553, -2.508], [-12.381, 2.821, -3.113], [0.918, -1.543, -0.224], [0.807, -2.802, -1.484], [-0.212, -2.483, -2.549], [-1.882, -2.547, -1.930], [0.578, -3.742, -0.987], [1.795, -2.878, -1.936], [-0.136, -3.227, -3.342], [-0.050, -1.497, -2.977], [-1.492, 1.468, -7.356], [-0.627, -0.087, -7.460], [-0.160, -0.563, -6.109], [1.133, 0.473, -5.445], [0.205, 0.040, -8.148], [-1.321, -0.809, -7.885], [0.251, -1.568, -6.199], [-0.976, -0.582, -5.390], [9.964, 0.003, 1.027], [9.504, 0.985, 2.443], [10.567, 1.984, 2.813], [12.037, 1.201, 3.450], [9.294, 0.306, 3.266], [8.586, 1.505, 2.181], [10.194, 2.639, 3.596], [10.860, 2.593, 1.961], [9.003, -3.486, -10.557], [9.345, -1.761, -10.272], [8.516, -1.195, -9.149], [6.784, -1.103, -9.579], [9.171, -1.227, -11.203], [10.401, -1.683, -10.018], [8.844, -0.182, -8.924], [8.607, -1.794, -8.247], [3.948, -1.321, 4.109], [2.264, -0.964, 4.579], [1.796, -1.814, 5.731], [1.622, -3.530, 5.275], [1.636, -1.105, 3.702], [2.231, 0.086, 4.864], [0.815, -1.473, 6.060], [2.484, -1.760, 6.570], [11.658, 2.533, 9.007], [11.344, 0.877, 8.425], [11.395, 0.808, 6.921], [10.040, 1.697, 6.179], [10.376, 0.566, 8.809], [12.110, 0.233, 8.853], [11.319, -0.227, 6.593], [12.318, 1.227, 6.531], [2.341, -6.507, -0.992], [3.149, -7.615, 0.148], [2.197, -8.645, 0.698], [0.977, -7.906, 1.769], [3.589, -7.017, 0.941], [3.948, -8.112, -0.399], [2.742, -9.376, 1.292], [1.671, -9.167, -0.097], [9.551, 6.164, 6.247], [10.435, 5.779, 7.748], [9.783, 6.382, 8.964], [9.906, 8.161, 8.989], [11.458, 6.128, 7.632], [10.448, 4.695, 7.839], [10.280, 6.016, 9.862], [8.730, 6.119, 9.020], [-15.543, 0.638, -3.257], [-16.755, -0.645, -3.515], [-16.118, -1.953, -3.908], [-15.388, -1.884, -5.531], [-17.452, -0.298, -4.273], [-17.293, -0.766, -2.577], [-16.877, -2.734, -3.932], [-15.342, -2.244, -3.204]],
  "homo_energy_ev": -8.3,
  "gap_ev": 8.427,
  "e_tot_ev": -577813.9286,
  "e_lumo_ev": 0.1,
  "relative_energy_kj_mol": 0.0
}

[3]
{
  "formula": "C42H80AlF6O16S2",
  "method": "wB97M-V/def2-TZVPD",
  "elements": ["Al", "C", "F", "F", "F", "S", "O", "O", "O", "C", "F", "F", "F", "S", "O", "O", "O", "C", "C", "C", "O", "C", "H", "H", "H", "H", "H", "H", "H", "H", "C", "C", "C", "O", "C", "H", "H", "H", "H", "H", "H", "H", "H", "C", "C", "C", "O", "C", "H", "H", "H", "H", "H", "H", "H", "H", "C", "C", "C", "O", "C", "H", "H", "H", "H", "H", "H", "H", "H", "C", "C", "C", "O", "C", "H", "H", "H", "H", "H", "H", "H", "H", "C", "C", "C", "O", "C", "H", "H", "H", "H", "H", "H", "H", "H", "C", "C", "C", "O", "C", "H", "H", "H", "H", "H", "H", "H", "H", "C", "C", "C", "O", "C", "H", "H", "H", "H", "H", "H", "H", "H", "C", "C", "C", "O", "C", "H", "H", "H", "H", "H", "H", "H", "H", "C", "C", "C", "O", "C", "H", "H", "H", "H", "H", "H", "H", "H"],
  "coordinates": [[-29.371, -13.121, 8.523], [-25.397, -11.462, 11.278], [-24.498, -12.182, 11.873], [-25.611, -10.340, 11.973], [-24.970, -11.150, 10.035], [-27.052, -12.477, 11.183], [-26.956, -13.539, 10.164], [-27.258, -13.043, 12.519], [-28.139, -11.576, 10.747], [-24.439, -12.653, 7.377], [-23.662, -11.558, 7.426], [-24.049, -13.428, 6.359], [-24.365, -13.359, 8.526], [-26.280, -12.099, 6.938], [-26.200, -11.280, 5.731], [-27.106, -13.281, 6.731], [-26.864, -11.451, 8.087], [-21.420, -12.860, 11.569], [-19.936, -12.693, 11.916], [-19.644, -14.041, 12.653], [-20.917, -14.454, 13.156], [-21.996, -13.549, 12.775], [-21.527, -13.540, 10.723], [-21.942, -11.927, 11.357], [-19.769, -11.902, 12.647], [-19.266, -12.512, 11.075], [-18.950, -13.836, 13.469], [-19.278, -14.819, 11.982], [-22.174, -12.828, 13.572], [-22.908, -14.073, 12.486], [-27.837, -6.472, 12.108], [-26.780, -7.450, 11.751], [-25.634, -7.266, 12.766], [-25.838, -5.927, 13.252], [-27.264, -5.707, 13.259], [-28.824, -6.878, 12.327], [-28.082, -5.842, 11.252], [-26.481, -7.449, 10.702], [-27.197, -8.454, 11.815], [-24.675, -7.271, 12.249], [-25.566, -7.966, 13.599], [-27.382, -4.624, 13.225], [-27.638, -6.086, 14.210], [-30.753, -17.520, 11.686], [-29.260, -17.618, 11.782], [-28.883, -16.153, 11.465], [-29.869, -15.702, 10.536], [-31.011, -16.478, 10.686], [-31.029, -17.218, 12.697], [-31.313, -18.446, 11.554], [-28.810, -18.278, 11.040], [-28.991, -18.004, 12.765], [-27.922, -16.001, 10.974], [-28.852, -15.642, 12.428], [-31.293, -16.986, 9.764], [-31.793, -15.789, 11.003], [-21.039, -7.954, 11.420], [-22.053, -9.049, 11.383], [-21.975, -9.671, 12.717], [-21.731, -8.595, 13.573], [-21.124, -7.480, 12.904], [-21.267, -7.043, 10.867], [-20.024, -8.300, 11.228], [-21.845, -9.742, 10.568], [-23.042, -8.625, 11.211], [-21.118, -10.342, 12.783], [-22.955, -10.106, 12.912], [-20.084, -7.349, 13.203], [-21.852, -6.675, 13.008], [-23.658, -6.932, 7.861], [-24.241, -8.203, 7.288], [-25.495, -8.473, 8.059], [-25.907, -7.134, 8.294], [-24.804, -6.340, 8.696], [-23.476, -6.276, 7.009], [-22.758, -7.115, 8.448], [-23.471, -8.974, 7.296], [-24.485, -8.006, 6.245], [-25.294, -8.943, 9.021], [-26.214, -9.071, 7.500], [-24.536, -6.328, 9.752], [-25.067, -5.323, 8.406], [-29.457, -8.891, 14.907], [-28.058, -9.577, 15.012], [-27.342, -8.767, 16.055], [-28.435, -8.576, 16.935], [-29.595, -8.254, 16.302], [-30.249, -9.595, 14.654], [-29.519, -8.118, 14.140], [-27.623, -9.620, 14.014], [-28.204, -10.571, 15.435], [-26.918, -7.794, 15.808], [-26.466, -9.225, 16.515], [-29.737, -7.174, 16.267], [-30.469, -8.699, 16.780], [-30.997, -11.843, 13.299], [-31.724, -10.789, 12.490], [-31.685, -11.304, 11.039], [-30.883, -12.503, 11.010], [-30.965, -13.021, 12.314], [-31.374, -12.148, 14.275], [-29.957, -11.553, 13.445], [-31.168, -9.856, 12.587], [-32.753, -10.681, 12.832], [-31.401, -10.539, 10.316], [-32.657, -11.686, 10.727], [-30.078, -13.632, 12.483], [-31.848, -13.653, 12.407], [-24.871, -12.408, 15.281], [-26.101, -12.979, 15.846], [-26.235, -12.261, 17.193], [-24.886, -11.935, 17.501], [-23.991, -12.301, 16.477], [-25.075, -11.408, 14.898], [-24.410, -13.110, 14.586], [-25.960, -14.056, 15.930], [-27.022, -12.822, 15.284], [-26.644, -12.842, 18.020], [-26.893, -11.403, 17.054], [-23.460, -13.241, 16.627], [-23.269, -11.489, 16.400], [-26.020, -17.158, 8.220], [-27.308, -17.994, 8.290], [-28.327, -17.015, 7.870], [-27.865, -15.716, 8.302], [-26.446, -15.833, 8.642], [-25.606, -16.993, 7.225], [-25.244, -17.577, 8.861], [-27.459, -18.227, 9.344], [-27.269, -18.963, 7.791], [-29.272, -17.227, 8.369], [-28.548, -17.109, 6.807], [-26.328, -15.698, 9.717], [-25.967, -15.045, 8.060], [-30.647, -8.221, 7.427], [-29.673, -7.915, 8.576], [-29.121, -9.322, 9.035], [-29.966, -10.241, 8.355], [-31.112, -9.632, 7.816], [-30.224, -8.193, 6.422], [-31.475, -7.516, 7.350], [-30.212, -7.509, 9.432], [-28.931, -7.171, 8.285], [-29.085, -9.326, 10.124], [-28.123, -9.380, 8.600], [-31.881, -9.601, 8.588], [-31.517, -10.157, 6.951]],
  "homo_energy_ev": -11.0,
  "gap_ev": 1.575,
  "e_tot_ev": -122164.4294,
  "e_lumo_ev": -9.4,
  "charge": 1,
  "relative_energy_kj_mol": 0.0
}